# 1
{
  "formula": "C30H39BrN4O3Y",
  "method": "wB97M-V/def2-TZVPD",
  "lumo_energy_ev": 2.643,
  "gap_ha": 0.222,
  "de_lowest_ev": 1.0262,
  "charge": -1,
  "elements": ["Y", "Br", "O", "O", "O", "N", "N", "N", "N", "C", "C", "C", "C", "C", "C", "C", "C", "C", "C", "C", "C", "C", "C", "C", "C", "C", "C", "C", "C", "C", "C", "C", "C", "C", "C", "C", "C", "C", "C", "H", "H", "H", "H", "H", "H", "H", "H", "H", "H", "H", "H", "H", "H", "H", "H", "H", "H", "H", "H", "H", "H", "H", "H", "H", "H", "H", "H", "H", "H", "H", "H", "H", "H", "H", "H", "H", "H", "H"],
  "coordinates": [[0.7028, -0.0877, 0.8848], [3.0063, 0.6394, 2.3243], [-1.2409, -1.3267, 1.4518], [-2.0590, 1.3122, 0.0411], [0.5022, 1.2630, -0.9655], [0.0199, -2.1135, -0.7997], [2.9035, -0.5175, -0.8137], [0.0240, 2.4968, 2.7666], [1.8511, -2.6261, 1.5547], [-3.2316, 1.9857, -0.3275], [1.2806, -4.1409, -0.4595], [2.9176, -0.1185, -2.0278], [-1.1717, -2.3161, -1.2203], [-0.3006, 1.1029, 2.7113], [-2.3659, -1.9095, -0.5609], [-1.3611, 5.6221, 1.2380], [-3.5919, -1.1619, 1.3939], [2.0522, 0.5447, -4.1820], [0.0599, 1.8142, -4.4939], [0.7321, 5.1323, 2.5883], [1.1351, 2.8654, 3.4638], [1.1576, 1.1472, -5.0338], [1.0428, -2.9346, -1.3814], [-4.7850, -1.8760, -0.5729], [1.4295, -2.5086, 2.9592], [-3.5906, -2.1324, -1.1979], [3.3130, -2.7469, 1.5359], [1.8792, 0.5253, -2.7906], [-4.7694, -1.3583, 0.7269], [4.1362, -1.0902, -0.3199], [1.4571, 4.2333, 3.3419], [-0.4592, 4.6978, 2.0023], [-3.8037, 1.5355, -1.6684], [-0.7912, 3.3720, 2.1471], [-0.1304, 1.8417, -3.1385], [1.1722, -3.8179, 1.0363], [0.7424, 1.1866, -2.2280], [-2.3271, -1.4323, 0.7926], [4.0483, -2.5303, 0.2080], [4.4900, -0.4541, 0.4958], [1.7118, -3.4028, 3.5422], [-0.6335, 2.3295, -5.1461], [-3.0636, 3.0759, -0.3469], [3.8363, -0.2877, -2.6235], [2.9246, 0.0532, -4.5953], [-3.5848, -0.7716, 2.4025], [-1.7257, 2.9829, 1.7681], [-1.3207, -2.9372, -2.1258], [-0.9663, 2.3869, -2.7219], [-1.1034, 5.6217, 0.1776], [-1.3363, 1.5117, -0.5876], [2.3400, 4.5745, 3.8703], [1.0488, 6.1649, 2.4825], [4.9034, -1.0895, -1.1202], [-3.5797, -2.5251, -2.2084], [0.1104, -3.6791, 1.2590], [1.8830, -1.6364, 3.4294], [-5.7230, -2.0722, -1.0739], [-1.3867, 0.9817, 2.6526], [-3.0792, 1.6966, -2.4637], [3.5952, -3.7485, 1.9135], [-4.7048, 2.0989, -1.9003], [1.5238, -4.7149, 1.5864], [-5.7093, -1.1210, 1.2098], [0.7611, -3.3004, -2.3859], [1.3102, 1.1229, -6.1035], [0.0561, 0.6409, 3.6423], [0.5092, -4.8907, -0.6620], [-4.0467, 0.4764, -1.6301], [0.3459, -2.3955, 2.9992], [3.6707, -3.1800, -0.5776], [1.9527, -2.3518, -1.4723], [5.0812, -2.8373, 0.3988], [2.2440, -4.5967, -0.6931], [-2.3977, 5.2998, 1.3257], [-1.2698, 6.6437, 1.6051], [3.7059, -2.0039, 2.2322], [-3.9595, 1.7623, 0.4582]],
  "lowdin_charge": [1.320, 0.108, -0.189, -0.118, -0.210, -0.008, -0.026, -0.213, -0.242, -0.313, -0.156, -0.127, -0.106, -0.303, -0.157, -0.069, -0.023, -0.067, -0.100, -0.073, -0.163, -0.122, -0.235, -0.141, -0.131, -0.083, -0.229, -0.138, -0.107, -0.276, -0.139, -0.280, -0.062, -0.046, -0.021, -0.213, -0.349, -0.383, -0.161, 0.027, 0.093, 0.099, 0.105, 0.122, 0.102, 0.111, 0.109, 0.129, 0.096, 0.074, 0.048, 0.068, 0.095, 0.107, 0.105, 0.110, 0.030, 0.087, 0.037, 0.055, 0.121, 0.071, 0.121, 0.097, 0.115, 0.088, 0.041, 0.110, 0.050, 0.075, 0.080, 0.066, 0.112, 0.093, 0.067, 0.067, 0.057, 0.112]
}



# 2
{
  "formula": "C17H52O9",
  "method": "wB97M-V/def2-TZVPD",
  "lumo_energy_ev": 0.351,
  "gap_ha": 0.350,
  "de_lowest_ev": 2.4322,
  "charge": 0,
  "smiles": "CCO.CCO.CCO.CCO.CCO.CCO.CCO.CCO.CO",
  "elements": ["O", "O", "O", "O", "O", "O", "O", "O", "O", "C", "C", "C", "C", "C", "C", "C", "C", "C", "C", "C", "C", "C", "C", "C", "C", "C", "H", "H", "H", "H", "H", "H", "H", "H", "H", "H", "H", "H", "H", "H", "H", "H", "H", "H", "H", "H", "H", "H", "H", "H", "H", "H", "H", "H", "H", "H", "H", "H", "H", "H", "H", "H", "H", "H", "H", "H", "H", "H", "H", "H", "H", "H", "H", "H", "H", "H", "H", "H"],
  "coordinates": [[0.8091, -0.6231, -2.6090], [2.8091, -4.6396, 0.3801], [0.7787, 2.0220, -1.2467], [-5.8563, 3.0025, 3.4130], [2.2894, 4.0594, 0.1485], [0.3617, 1.8544, 5.5493], [2.3295, -2.8249, -1.6470], [-1.9367, -4.0847, -0.7972], [-3.3538, -2.0577, 0.4462], [-0.1081, 0.5403, 0.3391], [-4.0076, 1.5133, 2.9028], [-3.2215, -1.1400, -0.6034], [2.8941, -3.3815, -2.8102], [-1.0857, -0.9708, -4.1042], [-4.5258, 2.9338, 2.8975], [1.0134, 2.1643, 4.3204], [2.0114, -3.0448, 2.0243], [2.7159, 4.7627, -1.0041], [-0.3963, 1.6753, -0.6287], [2.2761, 6.1894, -0.9038], [-0.5812, -3.5998, -0.7639], [-4.0415, -1.5686, -1.8002], [4.3435, -3.8152, -2.5622], [0.2464, 3.2261, 3.5534], [0.4443, -0.8089, -3.9962], [3.1422, -3.9615, 1.5965], [-1.1522, 1.3365, -1.3387], [-1.7082, -0.1369, -3.7792], [1.1261, 1.2259, 3.7760], [-4.6487, 0.8400, 2.3333], [-0.3583, -3.2678, 0.2517], [2.2888, -4.2038, -3.1952], [-4.1466, -1.8293, 0.9374], [2.3569, -2.5450, 2.9307], [0.6455, 0.8355, 1.0699], [1.7118, -2.1161, -1.8524], [2.0103, 2.5291, 4.5737], [2.8167, 6.7362, -0.1305], [4.1307, -3.5246, 1.4462], [0.8379, 0.0118, -4.5961], [4.3484, -4.6832, -1.9024], [-2.9724, 1.3647, 2.5948], [0.2052, -0.3520, -0.2029], [0.9595, -1.7188, -4.3025], [-0.9570, 0.2228, 0.9468], [-3.9843, 1.1549, 3.9327], [3.7910, 4.7829, -1.1885], [2.3728, 6.6229, -1.8997], [0.7898, 3.5334, 2.6593], [0.2258, -4.2454, -1.1052], [-3.9065, 3.5045, 3.5910], [-0.5820, -2.6392, -1.2832], [2.8421, -2.5788, -3.5476], [-5.0646, -1.8264, -1.5241], [0.7873, 0.2989, -2.3376], [1.8379, -2.2549, 1.2938], [-3.5067, -0.1365, -0.2833], [-1.4180, -1.1479, -5.1287], [-6.2673, 3.8550, 3.2548], [4.9174, -3.0368, -2.0604], [3.3001, -4.7526, 2.3303], [-0.8270, 2.5292, -0.1030], [4.7402, -4.0929, -3.5387], [-1.4708, -1.8654, -3.6137], [-2.4105, -3.4073, -0.3042], [1.1647, -3.6938, 2.2440], [-4.5591, 3.3744, 1.9004], [2.7136, -3.9765, -0.3124], [-0.7319, 2.8197, 3.2953], [-3.6516, -2.4459, -2.3169], [0.9640, 1.2966, 6.0475], [2.2469, 4.2778, -1.8603], [-4.1089, -0.7832, -2.5541], [1.2217, 2.7269, -0.7663], [1.2309, 6.3240, -0.6228], [0.0648, 4.1736, 4.0613], [-2.1608, -1.0652, -0.8449], [2.5944, 4.5264, 0.9303]],
  "lowdin_charge": [-0.116, -0.108, -0.070, -0.088, -0.091, -0.083, -0.116, -0.124, -0.075, -0.071, -0.086, -0.326, -0.304, -0.075, -0.319, -0.318, -0.086, -0.314, -0.332, -0.096, -0.132, -0.076, -0.068, -0.075, -0.236, -0.311, 0.104, 0.066, 0.103, 0.067, 0.070, 0.117, 0.102, 0.066, 0.072, 0.045, 0.107, 0.078, 0.106, 0.115, 0.068, 0.058, 0.055, 0.097, 0.067, 0.079, 0.117, 0.081, 0.057, 0.077, 0.105, 0.046, 0.099, 0.078, 0.050, 0.062, 0.111, 0.070, 0.078, 0.080, 0.106, 0.117, 0.073, 0.063, 0.009, 0.078, 0.108, 0.011, 0.062, 0.071, 0.079, 0.114, 0.071, 0.046, 0.080, 0.077, 0.086, 0.092]
}



# 3
{
  "formula": "C16H8N5O7RuS",
  "method": "wB97M-V/def2-TZVPD",
  "lumo_energy_ev": [-5.273, -7.518],
  "gap_ha": [0.285, 0.200],
  "spin_multiplicity": 5,
  "de_lowest_ev": 0.0000,
  "charge": 1,
  "elements": ["Ru", "S", "O", "O", "O", "O", "O", "O", "O", "N", "N", "N", "N", "N", "C", "C", "C", "C", "C", "C", "C", "C", "C", "C", "C", "C", "C", "C", "C", "C", "H", "H", "H", "H", "H", "H", "H", "H"],
  "coordinates": [[0.6802, -0.7018, 0.2829], [0.6477, 2.6167, -1.9059], [-4.6364, -5.9027, -0.1829], [0.5151, -2.5456, -0.5872], [-6.0529, -4.6574, 0.8646], [0.9302, 1.0473, 1.4425], [-0.6694, 3.0266, -2.2575], [-1.2125, -0.8334, 0.6732], [1.5773, 2.2587, -2.9211], [0.5740, 1.3922, -0.7323], [-4.9808, -4.8893, 0.3702], [2.5224, -0.8260, 0.0195], [6.3503, -3.0471, -1.6728], [4.6629, -1.5410, -0.7893], [-3.3712, -1.6116, 1.1464], [2.2437, 5.2617, 1.3989], [0.9219, 1.8373, 0.4596], [-1.7650, -3.0358, -0.0599], [1.3505, 3.2430, 0.5044], [-3.9856, -3.8218, 0.4398], [-2.0665, -1.7761, 0.5930], [1.3474, 3.8306, -0.7516], [-0.4839, -3.2832, -0.6313], [2.2568, 5.8218, 0.1301], [3.5433, -1.2738, -0.3971], [1.8020, 3.9636, 1.6050], [5.5394, -2.3432, -1.2544], [-4.3040, -2.6095, 1.0762], [-2.7476, -4.0364, -0.1190], [1.7895, 5.1070, -0.9747], [1.7872, 5.5487, -1.9584], [-0.3597, -4.2389, -1.1624], [-5.2897, -2.4870, 1.5052], [-2.5450, -4.9872, -0.5958], [2.5817, 5.8490, 2.2406], [-3.5951, -0.6804, 1.6447], [1.8081, 3.5037, 2.5808], [2.6340, 6.8211, -0.0241]],
  "mulliken_spin": [3.036, 0.015, 0.004, 0.022, 0.003, 0.055, 0.016, 0.112, 0.002, 0.151, -0.003, 0.148, 0.180, 0.263, 0.044, -0.001, 0.026, 0.000, -0.012, 0.032, 0.026, 0.012, -0.026, 0.005, -0.015, 0.006, -0.076, -0.010, -0.011, -0.002, 0.000, 0.002, 0.000, -0.001, 0.000, -0.002, 0.000, 0.000]
}



# 4
{
  "formula": "C4Cl2O4TiTm",
  "method": "wB97M-V/def2-TZVPD",
  "lumo_energy_ev": [-19.485, -19.359],
  "gap_ha": [0.238, 0.244],
  "spin_multiplicity": 4,
  "de_lowest_ev": 0.0000,
  "charge": 4,
  "elements": ["Tm", "Ti", "Cl", "Cl", "O", "O", "O", "O", "C", "C", "C", "C"],
  "coordinates": [[0.3148, -0.0403, -2.1016], [-0.2387, 0.3048, 2.5592], [-0.6721, 1.9778, -1.3315], [1.1136, -1.0558, 1.4814], [0.0525, 1.5500, 5.3574], [-0.5360, -1.4449, 5.0507], [0.5253, -1.9579, -5.2426], [-0.4591, 1.1085, -5.4582], [0.4211, -1.2863, -4.3036], [-0.3473, -0.7376, 4.1117], [-0.0381, 0.9751, 4.3150], [-0.1359, 0.6067, -4.4377]],
  "mulliken_spin": [2.008, 0.877, -0.003, -0.016, 0.095, 0.144, 0.000, -0.001, -0.002, -0.051, -0.052, 0.001]
}



# 5
{
  "formula": "C48H30Br2MnN6O4S2",
  "method": "wB97M-V/def2-TZVPD",
  "lumo_energy_ev": [-1.343, -1.342],
  "gap_ha": [0.225, 0.225],
  "spin_multiplicity": 2,
  "de_lowest_ev": 0.4863,
  "charge": 0,
  "elements": ["Br", "Br", "Mn", "S", "S", "O", "O", "O", "O", "N", "N", "N", "N", "N", "N", "C", "C", "C", "C", "C", "C", "C", "C", "C", "C", "C", "C", "C", "C", "C", "C", "C", "C", "C", "C", "C", "C", "C", "C", "C", "C", "C", "C", "C", "C", "C", "C", "C", "C", "C", "C", "C", "C", "C", "C", "C", "C", "C", "C", "C", "C", "C", "C", "H", "H", "H", "H", "H", "H", "H", "H", "H", "H", "H", "H", "H", "H", "H", "H", "H", "H", "H", "H", "H", "H", "H", "H", "H", "H", "H", "H", "H", "H"],
  "coordinates": [[-8.0397, -4.0115, 1.6372], [-2.6521, 0.2950, -3.0194], [-0.1678, -0.7564, -0.4643], [0.6137, -7.8881, -0.5454], [5.8157, 2.6651, 1.3125], [-4.5327, 4.7464, 0.3047], [-2.0587, -1.4350, -0.4134], [-5.0783, 3.4174, 2.0617], [-2.4233, -2.8951, -2.0803], [1.8408, -0.3569, -0.0844], [-1.1115, 1.1382, 0.0912], [0.6863, -2.7001, -0.5209], [0.6126, 1.7980, -1.9729], [-0.1575, -0.9462, -2.7077], [-0.4141, -0.9043, 1.6245], [-0.8522, -8.6507, -0.9773], [5.5819, 4.3566, 1.2866], [4.2316, 2.3702, 0.7012], [-2.7351, -2.3312, -1.0260], [4.7711, -2.5892, 0.2790], [-0.9662, -0.7674, -4.9596], [0.3673, 4.1341, -3.4236], [0.7416, -5.1048, -0.6085], [-3.2538, 2.8221, 0.7136], [4.3438, 4.6879, 0.8318], [2.0958, -5.1039, -0.3639], [3.5685, 3.5490, 0.4948], [2.7706, -3.8854, -0.1844], [-0.3558, -2.0824, 3.6984], [-5.5265, -2.6875, 1.5305], [-1.3540, -6.4074, -1.2202], [1.4897, 2.1091, -2.9234], [4.0101, -1.3718, 0.2336], [-4.4536, 3.7525, 1.0436], [2.0202, -2.7114, -0.2676], [0.0830, -3.8558, -0.6743], [2.3708, 0.8125, 0.1986], [4.1788, -3.7876, 0.0848], [2.6430, -1.4463, -0.0480], [-0.0501, -6.3195, -0.8133], [-6.4185, -3.4704, 0.8173], [4.5572, -0.1018, 0.4662], [-0.4011, 2.6205, -1.7303], [-1.8709, 0.9392, 1.1855], [-1.4205, -0.1507, 2.0803], [0.1086, -1.8357, 2.4225], [-1.8116, -7.7468, -1.3125], [-1.0863, -0.5792, -3.5870], [-2.4203, 3.0850, -0.3552], [-1.9486, -0.3406, 3.3543], [-4.3410, -2.3005, 0.9243], [-2.9482, 1.7390, 1.5146], [1.4132, 3.2599, -3.6842], [0.9488, -1.5084, -3.2157], [-4.9591, -3.4799, -1.0722], [-4.0464, -2.6975, -0.3735], [-1.3492, 2.2485, -0.6369], [0.1755, -1.3597, -5.4546], [3.7426, 1.0101, 0.4577], [-0.5454, 3.8187, -2.4368], [-1.4183, -1.3234, 4.1666], [-6.1526, -3.8669, -0.4839], [1.1635, -1.7348, -4.5584], [5.6198, -0.0109, 0.6610], [-5.7593, -2.3813, 2.5410], [2.6552, -6.0314, -0.3148], [-1.8214, -1.4882, 5.1570], [-1.7668, -0.4455, -5.6078], [6.3694, 5.0157, 1.6124], [-1.3575, 4.4939, -2.2181], [3.9937, 5.7048, 0.7388], [2.5640, 3.6133, 0.1007], [2.2952, 1.3963, -3.0791], [0.9311, -2.4130, 2.0210], [5.8319, -2.5270, 0.4865], [-6.8702, -4.4672, -1.0255], [-2.7575, 0.2840, 3.7016], [2.1511, 3.4668, -4.4467], [2.0846, -2.1963, -4.8851], [-3.6334, -1.6789, 1.4559], [1.6796, 1.6387, 0.2294], [0.2658, 5.0555, -3.9819], [-2.8109, -8.0202, -1.6160], [1.7098, -1.7877, -2.5034], [-4.7171, -3.7787, -2.0835], [4.7580, -4.7011, 0.1337], [-2.6541, 3.9663, -0.9338], [-0.9274, -9.7255, -0.9585], [0.2933, -1.5192, -6.5182], [-1.9701, -5.5534, -1.4695], [0.1030, -2.8527, 4.3014], [-0.9681, -3.8190, -0.9007], [-3.5821, 1.5702, 2.3739]],
  "mulliken_spin": [0.000, 0.000, 0.982, 0.000, 0.000, 0.000, -0.019, 0.000, 0.007, 0.003, 0.003, -0.005, -0.001, -0.020, -0.021, 0.000, 0.000, 0.004, 0.026, 0.002, -0.001, 0.002, -0.002, 0.001, 0.000, -0.001, -0.001, 0.000, -0.002, 0.000, 0.000, 0.006, -0.003, 0.000, 0.018, 0.006, 0.009, -0.003, -0.013, -0.001, 0.001, 0.002, -0.015, -0.002, 0.007, 0.010, 0.000, 0.008, -0.001, -0.003, 0.000, 0.001, -0.002, 0.012, 0.001, -0.005, 0.028, 0.001, -0.006, -0.002, 0.002, 0.000, -0.001, 0.000, 0.000, 0.000, 0.000, 0.000, 0.000, 0.000, 0.000, -0.001, 0.000, -0.002, 0.000, 0.000, 0.000, 0.000, 0.000, 0.001, 0.006, 0.000, 0.000, -0.002, 0.000, -0.001, 0.000, 0.000, 0.000, -0.001, 0.000, -0.009, -0.001]
}



# 6
{
  "formula": "CHCl2N2O2",
  "method": "wB97M-V/def2-TZVPD",
  "lumo_energy_ev": 2.840,
  "gap_ha": 0.266,
  "de_lowest_ev": 0.7105,
  "charge": -1,
  "elements": ["Cl", "Cl", "O", "O", "N", "N", "C", "H"],
  "coordinates": [[3.0573, 1.0834, 0.4698], [0.6687, -2.5424, -0.2762], [-1.7586, 0.9708, 1.0179], [-1.4088, 1.4363, -1.0938], [-0.7326, -0.4588, -0.3832], [-1.3240, 0.6779, -0.1117], [0.3584, -0.8812, 0.0375], [1.1396, -0.2860, 0.3397]],
  "lowdin_charge": [-0.687, 0.649, 0.047, 0.041, 0.051, -0.438, -0.561, -0.101]
}